No. 1
C42H50BaN4O2S5Si as an isolated structure in a non-equilibrium geometry, computed with ωB97M-V/def2-TZVPD.

Structure (XYZ):
```
105
Properties=species:S:1:pos:R:3:lowdin_charge:R:1
Ba -0.41 0.57 0.57 1.532
S -0.90 2.24 3.26 0.335
S 4.63 0.15 3.25 1.008
S -0.72 -2.34 -3.50 0.755
S 2.07 2.33 1.67 0.409
S 5.18 -0.01 -3.05 1.009
Si -0.45 2.65 -2.52 0.318
O 1.62 -3.03 0.37 -0.100
O -3.15 0.53 0.23 -0.165
N 3.29 -0.56 -1.45 0.107
N -0.90 -1.70 1.40 -0.204
N 3.07 -0.59 1.39 0.042
N -1.54 1.70 -1.63 -0.228
C 5.51 0.04 -1.37 -0.373
C 0.21 -3.58 -2.58 -0.393
C -2.33 -4.26 5.59 -0.119
C -4.55 0.03 3.56 -0.065
C -0.86 5.02 2.91 -0.175
C -3.85 0.58 2.50 -0.018
C -5.44 -1.66 2.11 -0.103
C 2.54 -0.63 -3.82 -0.071
C -2.88 1.68 -1.84 -0.334
C 4.27 -0.25 0.80 -0.348
C -3.17 -3.83 -1.67 -0.122
C 3.09 -0.40 2.67 -0.693
C -5.73 1.66 -2.19 -0.139
C 1.30 2.45 -1.86 -0.216
C 1.64 5.10 1.61 -0.172
C -1.82 -3.32 3.00 -0.161
C -1.53 -2.77 1.60 -0.389
C -0.79 4.51 -2.39 -0.176
C -3.53 2.28 -2.95 -0.060
C -4.72 -1.13 1.05 -0.042
C -3.31 -4.35 4.61 -0.101
C -5.36 -1.08 3.37 -0.109
C -2.62 -3.06 -0.66 -0.071
C -1.33 -3.40 -4.82 -0.432
C -5.14 1.07 -1.07 -0.043
C -3.93 -0.01 1.25 -0.284
C -3.77 1.07 -0.91 -0.185
C -0.36 2.28 -4.39 -0.194
C -2.56 -5.83 -0.48 -0.103
C 3.54 -0.45 -2.71 -0.636
C 1.08 3.75 2.05 -0.843
C -2.05 -5.05 0.55 -0.045
C -0.85 -3.24 3.99 -0.023
C 5.24 0.16 1.66 -0.377
C 4.39 -0.26 -0.67 -0.310
C -2.09 -3.65 0.48 -0.166
C -4.91 2.27 -3.13 -0.137
C -1.09 -3.71 5.28 -0.091
C -0.11 3.71 2.67 -0.855
C -3.15 -5.22 -1.59 -0.121
C 1.90 -0.54 3.56 -0.104
C -3.05 -3.89 3.32 -0.057
H -1.80 4.76 -2.72 0.016
H 1.10 5.49 0.73 0.058
H 0.72 -3.09 -1.75 0.013
H 1.43 0.45 3.65 0.019
H -3.19 1.44 2.64 0.019
H -3.58 -5.82 -2.38 0.089
H -2.53 -4.62 6.60 0.086
H -1.62 -5.52 1.42 0.114
H 1.57 5.86 2.40 0.052
H -0.32 -3.64 6.03 0.094
H -1.02 5.57 1.97 0.060
H 6.23 0.51 1.44 0.065
H -0.51 -3.83 -5.39 0.026
H -0.69 4.82 -1.34 0.021
H -0.47 -4.33 -2.17 0.026
H -1.95 -2.79 -5.48 0.026
H 0.11 -2.80 3.74 0.089
H -1.83 4.82 3.36 0.032
H -4.46 0.48 4.54 0.103
H 2.00 2.90 -2.57 0.036
H -0.07 5.08 -2.99 0.022
H 1.92 -1.51 -3.62 0.032
H -1.94 -4.21 -4.40 0.020
H -2.51 -6.91 -0.42 0.089
H 6.49 0.30 -1.00 0.065
H -2.91 2.77 -3.70 0.072
H 1.88 0.23 -3.86 0.065
H 1.18 -1.19 3.07 0.036
H -6.06 -2.54 1.95 0.098
H 0.94 -4.06 -3.23 0.037
H -4.28 -4.77 4.85 0.091
H 2.17 -0.91 4.55 0.075
H -4.78 -1.59 0.07 0.113
H -0.94 3.02 -4.96 0.011
H 0.79 -2.70 0.75 -0.024
H -5.34 2.74 -4.00 0.084
H -3.61 -3.35 -2.54 0.100
H 0.67 2.31 -4.75 0.007
H 1.61 1.40 -1.72 -0.013
H 2.69 4.99 1.33 0.035
H -0.78 1.29 -4.61 0.019
H -2.58 -1.98 -0.75 0.100
H -5.91 -1.51 4.20 0.092
H -0.30 5.69 3.58 0.057
H -6.81 1.65 -2.30 0.078
H 2.18 -2.24 0.39 -0.016
H 3.04 -0.75 -4.78 0.069
H -5.77 0.63 -0.31 0.101
H -3.82 -3.96 2.56 0.103
H 1.43 2.95 -0.90 -0.026
```

Properties
Spin multiplicity ... 1
E_LUMO ... 3.6 eV
Gap between HOMO and LUMO ... 3.962 eV
Total charge ... -2
HOMO energy ... -0.363 eV

***

No. 2
The molecule C3H5NO in a non-equilibrium geometry, computed with ωB97M-V/def2-TZVPD.

Structure (XYZ):
```
10
Properties=species:S:1:pos:R:3:lowdin_charge:R:1
O -2.43 0.14 0.19 0.047
N 1.08 -0.73 0.27 -0.015
C 0.98 0.64 -0.15 -0.166
C -1.36 -0.28 -0.18 -0.223
C -0.11 0.01 0.68 -0.261
H 0.84 -1.46 -0.47 0.118
H -1.11 -0.83 -1.11 0.124
H 0.72 0.91 -1.23 0.125
H -0.30 0.21 1.74 0.143
H 1.70 1.39 0.26 0.108
```

Properties
Spin multiplicity ... 1
SMILES ... O=C[C@@H]1CN1
E_LUMO ... 0.8 eV
Gap between HOMO and LUMO ... 10.796 eV
Total charge ... 0
HOMO energy ... -9.957 eV
Energy above the lowest of the compared OMol25 structures with the same formula, charge and spin ... 176.6 kJ/mol

***

No. 3
The molecule C6H4N2 in a non-equilibrium geometry, computed with ωB97M-V/def2-TZVPD.

Structure (XYZ):
```
12
Properties=species:S:1:pos:R:3:lowdin_charge:R:1
N 1.35 -1.00 1.67 0.200
N -1.45 1.47 -1.30 0.191
C 0.73 0.49 -0.39 -0.252
C 1.36 -0.11 -1.47 0.114
C -2.06 -0.58 1.61 0.183
C 0.52 -0.53 0.98 -0.324
C -1.10 -0.21 0.95 -0.158
C -0.81 0.81 -0.56 -0.322
H 1.00 0.03 -2.48 0.084
H -2.85 -0.94 2.22 0.046
H 2.17 -0.81 -1.31 0.082
H 1.13 1.38 0.08 0.155
```

Properties
Spin multiplicity ... 1
E_LUMO (spin up / spin down) ... -2.1 / -1.1 eV
Gap between HOMO and LUMO (spin up / spin down) ... 6.912 / 8.185 eV
Total charge ... 0
HOMO energy (spin up / spin down) ... -9.054 / -9.305 eV
Energy above the lowest of the compared OMol25 structures with the same formula, charge and spin ... 790.0 kJ/mol

***

No. 4
The molecule C5H8O2, computed with ωB97M-V/def2-TZVPD.

Structure (XYZ):
```
15
Properties=species:S:1:pos:R:3:lowdin_charge:R:1
O -2.20 0.57 1.11 -0.033
O 1.32 1.05 -1.13 -0.010
C 0.64 0.08 -0.35 -0.437
C 1.90 -0.25 -1.02 -0.076
C -1.14 -0.30 0.81 -0.352
C 0.26 0.30 1.11 -0.022
C -0.76 -0.44 -0.69 -0.027
H -1.33 0.23 -1.33 0.125
H 2.84 -0.30 -0.47 0.114
H 0.90 -0.10 1.90 0.119
H -0.78 -1.45 -1.10 0.118
H -2.18 1.32 0.51 0.094
H -1.39 -1.24 1.31 0.145
H 0.06 1.37 1.30 0.126
H 1.87 -0.83 -1.95 0.115
```

Properties
Spin multiplicity ... 1
SMILES ... O[C@H]1C[C@]2(CO2)C1
E_LUMO ... 0.9 eV
Gap between HOMO and LUMO ... 11.059 eV
Total charge ... 0
HOMO energy ... -10.150 eV
Energy above the lowest of the compared OMol25 structures with the same formula, charge and spin ... 223.4 kJ/mol